# 1
47
Properties=species:S:1:pos:R:3 method="wB97M-V/def2-TZVPD" homo_lumo_gap_ev=9.50 total_charge=0 spin_multiplicity=1 e_tot_ha=-1507.0911
C -3.8177 2.7371 -2.2776
O -2.7696 2.1834 -3.0600
C -1.5229 2.5243 -2.7182
O -1.2710 3.2956 -1.8261
C -0.4903 1.8797 -3.6101
C -0.7616 0.4066 -3.9247
C -0.4127 -0.5162 -2.7580
C -1.3721 -0.3762 -1.5763
C -1.0179 -1.3429 -0.4572
S -2.3117 -1.3583 0.8535
C -1.1356 -1.7743 2.1885
C 0.2495 -1.9230 1.5455
N 1.3028 -1.6103 2.4706
C 2.2354 -2.5248 2.8371
O 2.2080 -3.6937 2.5511
O 3.1876 -1.9389 3.5944
C 4.2048 -2.8109 4.0666
C 0.2687 -1.0122 0.3038
N 0.3357 0.3675 0.7136
C 1.0616 1.2984 0.0364
O 1.8230 1.0523 -0.8663
O 0.8415 2.5111 0.5671
C 1.4588 3.6161 -0.0834
H -3.8604 2.2427 -1.3044
H -4.7377 2.5618 -2.8293
H -3.6550 3.8059 -2.1258
H 0.4861 1.9924 -3.1355
H -0.4866 2.4534 -4.5407
H -1.8078 0.2797 -4.2060
H -0.1442 0.1237 -4.7793
H 0.6033 -0.2927 -2.4291
H -0.4365 -1.5508 -3.1086
H -2.3936 -0.5800 -1.9061
H -1.3433 0.6425 -1.1873
H -0.9532 -2.3617 -0.8504
H -1.4627 -2.6915 2.6737
H -1.1450 -0.9652 2.9196
H 0.4060 -2.9616 1.2360
H 1.4774 -0.6401 2.6832
H 4.8799 -2.1934 4.6532
H 4.7342 -3.2681 3.2283
H 3.7733 -3.6015 4.6836
H 1.1512 -1.2012 -0.3138
H -0.4066 0.7170 1.3015
H 2.3732 3.2932 -0.5836
H 1.6810 4.3507 0.6876
H 0.7590 4.0281 -0.8126

# 2
81
Properties=species:S:1:pos:R:3 method="wB97M-V/def2-TZVPD" homo_lumo_gap_ev="4.21 / 4.47" total_charge=+4 spin_multiplicity=1 e_tot_ha=-2701.9816
Pb -0.6788 -0.2958 -0.3553
P -3.3001 1.1245 -1.1408
P -0.8316 -2.8928 -0.0250
P 0.0785 0.2306 -3.0369
H 2.3055 2.8723 0.7842
C 2.0315 3.2199 -0.2221
C 0.9651 4.0123 -0.4172
H 0.3372 4.3446 0.4195
C -4.5467 1.8068 0.0173
C -4.3187 -0.1533 -1.9770
C -3.3390 2.4521 -2.4138
C 0.8802 -3.3314 0.4332
C -2.0122 -3.2605 1.3169
C -1.3231 -3.6332 -1.6172
C 0.5961 1.8562 -3.6948
C -1.0556 -0.4592 -4.2937
C 1.6050 -0.7672 -3.1874
H 2.6430 2.8504 -1.0541
H 0.6616 4.3274 -1.4291
H -4.1455 2.7078 0.4882
H -4.7597 1.0708 0.7969
H -5.4693 2.0575 -0.5160
H -4.4841 -0.9882 -1.2791
H -3.7945 -0.5360 -2.8662
H -5.2917 0.2708 -2.2737
H -2.8722 3.3552 -1.9870
H -4.3800 2.6850 -2.7028
H -2.7654 2.1493 -3.3065
H 1.0302 -4.3907 0.6964
H 1.1952 -2.7290 1.3009
H 1.5964 -3.0843 -0.3659
H -2.0965 -4.3249 1.5860
H -3.0172 -2.9036 1.0475
H -1.7445 -2.7047 2.2278
H -1.4495 -4.7332 -1.5948
H -0.5922 -3.3978 -2.4125
H -2.2806 -3.1969 -1.9578
H 1.1707 1.7197 -4.6227
H 1.2140 2.3808 -2.9513
H -0.2932 2.4651 -3.9007
H -0.5340 -0.5517 -5.2555
H -1.9243 0.2038 -4.4102
H -1.4127 -1.4500 -3.9793
H 1.9895 -0.7152 -4.2171
H 1.4321 -1.8203 -2.9153
H 2.3605 -0.3583 -2.4991
C 4.7007 -3.0313 -1.9299
C 5.8662 -3.7128 -1.4895
C 7.0863 -3.0143 -1.5612
C 7.1504 -1.7138 -2.1080
C 6.0036 -1.1664 -2.7047
C 4.8125 -1.8920 -2.7238
O 3.4018 -3.2971 -1.4925
H 3.3318 -4.1506 -1.0096
H 5.8410 -4.7360 -1.0966
H 8.0111 -3.4582 -1.1768
H 8.0832 -1.1359 -2.0875
H 6.0226 -0.1772 -3.1538
H 3.9389 -1.5385 -3.2610
C -1.7231 3.0679 4.9198
N -2.5364 1.8842 4.5976
C -2.0528 0.7110 5.3785
N -0.6132 0.4576 5.1956
C 0.1617 1.6944 5.5027
N -0.2731 2.8404 4.6959
C 0.0172 2.6500 3.2679
P -0.8291 1.1646 2.4937
C -2.5441 1.5944 3.1671
C -0.3193 -0.0251 3.8583
H -1.8683 3.3001 5.9839
H -2.0513 3.9055 4.2843
H -2.6079 -0.1811 5.0520
H -2.2390 0.9261 6.4437
H 1.2268 1.4970 5.3048
H 0.0048 1.9368 6.5662
H -0.2968 3.5443 2.7051
H 1.1002 2.5072 3.1347
H -3.2112 0.7462 2.9584
H -2.9012 2.4771 2.6167
H 0.7677 -0.1766 3.7419
H -0.8411 -0.9821 3.6896

# 3
65
Properties=species:S:1:pos:R:3 method="wB97M-V/def2-TZVPD" homo_lumo_gap_ev="4.36 / 4.36" total_charge=+1 spin_multiplicity=1 e_tot_ha=-5213.2739
Au -2.1261 0.6289 -1.9457
Cl -4.3764 1.6453 -2.4723
C -4.0033 3.3054 -2.1505
C -5.0437 4.1334 -1.7822
C -4.7896 5.4520 -1.4259
C -3.4994 5.9476 -1.4675
C -2.4625 5.1390 -1.9091
Cl -0.8920 5.7916 -2.0371
C -2.6831 3.7818 -2.2455
S -1.3565 2.8106 -2.7749
H -6.0470 3.7412 -1.7713
H -5.6072 6.0813 -1.1128
H -3.2855 6.9613 -1.1682
Cl 1.1448 0.4383 3.9441
C 1.6005 -0.5324 2.6003
C 1.9072 0.0813 1.3952
C 2.2848 -0.7001 0.3215
C 2.3639 -2.0840 0.4260
C 2.8678 -2.9447 -0.7138
C 1.7497 -3.3021 -1.7201
N 1.1013 -2.1143 -2.1962
C 1.7092 -1.0942 -2.8732
C 0.7919 -0.0941 -2.9743
N -0.3604 -0.5127 -2.3828
C -0.1453 -1.7288 -1.9221
O 3.8843 -2.3559 -1.4969
C 5.1327 -2.1164 -0.8704
C 5.2611 -0.6917 -0.4189
C 5.1735 0.3757 -1.2853
Cl 4.9804 0.2892 -2.9685
S 5.2828 1.9019 -0.4733
C 5.4507 1.0987 1.0343
C 5.4316 -0.2579 0.9114
C 1.9849 -2.6741 1.6344
Cl 1.9252 -4.3838 1.7878
C 1.6244 -1.9109 2.7315
H 1.8397 1.1533 1.3048
H 2.5145 -0.2233 -0.6182
H 3.2384 -3.8891 -0.2852
H 1.0096 -3.9473 -1.2469
H 2.2238 -3.8202 -2.5577
H 2.7181 -1.1712 -3.2246
H 0.8771 0.8804 -3.4137
H -0.8691 -2.3159 -1.3979
H 5.8824 -2.3251 -1.6421
H 5.2945 -2.7900 -0.0227
H 5.5368 1.6801 1.9318
H 5.5442 -0.9334 1.7394
H 1.3636 -2.3905 3.6621
O -5.0476 -0.4257 -0.4680
C -4.0204 -0.5649 0.1624
N -2.7835 -0.6844 -0.3598
S -1.5968 -0.5132 0.7796
O -0.7335 -1.6583 0.8318
O -0.9589 0.7463 0.4567
C -2.6932 -0.4983 2.1780
C -2.4395 -0.5475 3.5289
C -3.5263 -0.7200 4.3794
C -4.8165 -0.8104 3.8754
C -5.0621 -0.7374 2.5110
C -3.9745 -0.6036 1.6617
H -1.4342 -0.4564 3.9039
H -3.3614 -0.7827 5.4444
H -5.6410 -0.9542 4.5567
H -6.0585 -0.8035 2.1013

# 4
149
Properties=species:S:1:pos:R:3 method="wB97M-V/def2-TZVPD" homo_lumo_gap_ev=9.43 total_charge=0 spin_multiplicity=1 e_tot_ha=-2551.1550
C 3.0375 3.6764 -1.3455
C 4.0352 4.7780 -1.5464
O 3.6379 5.9482 -0.7811
H 2.9270 3.4154 -0.2788
H 3.5005 2.8595 -1.8842
H 2.0957 3.8312 -1.8027
H 4.0684 5.1330 -2.5864
H 5.0088 4.4872 -1.1595
H 3.4245 5.6666 0.1116
C 3.9443 1.3375 2.4063
C 4.8836 1.0736 1.1531
O 6.1054 0.5231 1.5290
H 2.9856 1.7524 2.0404
H 4.3874 2.0428 3.1193
H 3.7081 0.3889 2.9181
H 5.1657 2.0431 0.7744
H 4.3417 0.4398 0.4546
H 5.9601 -0.2698 2.0162
C 1.2587 -1.2521 3.8426
C 1.2905 -2.2073 5.0555
O 0.4132 -3.3259 4.8991
H 1.8117 -1.6902 3.0355
H 1.8589 -0.4027 4.1403
H 0.2458 -0.9149 3.5594
H 1.0571 -1.5924 5.9157
H 2.2182 -2.7313 5.2716
H -0.4852 -3.0139 4.6873
C -2.8804 5.9455 -1.6051
C -3.0567 4.4287 -1.3000
O -3.8962 4.1460 -0.1135
H -2.3585 6.1057 -2.5423
H -2.2997 6.4839 -0.8178
H -3.8302 6.5051 -1.7073
H -2.0511 3.9022 -1.1614
H -3.4872 3.9165 -2.1618
H -3.7667 4.9190 0.4292
C -4.0408 -3.0862 2.1042
C -2.8971 -3.6165 2.9504
O -1.7303 -2.8978 2.5864
H -4.1325 -1.9802 2.1952
H -5.0072 -3.4991 2.4080
H -3.9130 -3.3564 1.0740
H -2.8000 -4.7122 2.8762
H -3.1031 -3.4242 3.9997
H -1.1055 -3.5548 2.2345
C 0.2417 -4.4815 -3.3763
C 1.0420 -3.2751 -3.7498
O 2.3077 -3.6566 -4.2467
H 0.1458 -5.2470 -4.1580
H -0.7460 -4.0852 -3.0981
H 0.6152 -5.0063 -2.5105
H 1.0837 -2.5634 -2.9392
H 0.4749 -2.7792 -4.5683
H 2.8023 -2.8281 -4.4460
C 1.4848 4.7201 5.7148
C 0.5307 3.6316 5.2422
O -0.5710 4.2563 4.7089
H 1.5894 5.6135 5.0840
H 2.4602 4.2289 5.7816
H 1.2973 5.0361 6.7183
H 0.3300 2.9460 6.0942
H 0.9421 3.0078 4.4395
H -1.4242 3.8204 4.8288
C -1.6283 1.1447 -4.0010
C -3.0284 1.1118 -4.6118
O -2.8877 1.0331 -5.9919
H -1.2473 2.1573 -3.9556
H -1.0002 0.4373 -4.4989
H -1.7682 0.9845 -2.9291
H -3.4703 2.0610 -4.2864
H -3.5693 0.2767 -4.1634
H -3.7648 0.8336 -6.3741
C -3.6602 -2.2689 -2.8566
C -4.2613 -2.8530 -4.1242
O -3.3223 -3.6898 -4.8669
H -3.2830 -3.1095 -2.2576
H -4.5158 -1.8083 -2.3581
H -2.8407 -1.6077 -3.0433
H -4.6204 -2.0420 -4.7911
H -5.1009 -3.5315 -3.9206
H -2.5236 -3.1987 -4.7935
C 3.3791 0.1164 -2.6764
C 2.2641 0.0409 -3.6273
C 1.8690 1.4147 -4.0396
O 3.0159 2.0735 -4.5778
C 2.7894 3.3678 -5.1788
N 2.6385 -0.8089 -4.7358
H 3.1087 0.7684 -1.8427
H 4.2568 0.5778 -3.1571
H 3.6812 -0.9000 -2.3478
H 1.3871 -0.3714 -3.1381
H 1.4704 2.0390 -3.1983
H 1.0043 1.3404 -4.7512
H 3.7756 3.8482 -5.1913
H 2.0794 3.9004 -4.5240
H 2.4179 3.2343 -6.2160
H 3.4641 -0.4312 -5.1773
H 1.9031 -0.7789 -5.4642
C -2.4529 0.6490 4.3192
C -2.6665 1.7550 3.2862
C -3.6199 1.3014 2.1755
O -4.9341 1.0005 2.8234
C -5.8646 0.6460 1.8002
N -3.0493 3.0097 4.0021
H -1.6391 1.0185 4.9718
H -2.2147 -0.3329 3.9288
H -3.3705 0.6102 4.9226
H -1.7140 1.9921 2.7976
H -3.1630 0.4127 1.6305
H -3.7856 2.0925 1.4108
H -6.2011 1.5526 1.2519
H -6.7291 0.1680 2.2881
H -5.4309 -0.0253 1.0453
H -3.1395 3.7631 3.3303
H -3.9369 2.8650 4.4730
C 1.1121 -6.6403 2.6586
C 1.7295 -5.3837 1.9841
C 2.1658 -5.5221 0.5514
O 2.6500 -4.2601 0.1739
C 3.4132 -4.2955 -0.9998
N 0.8086 -4.2713 2.1596
H 0.1528 -6.8305 2.1763
H 0.9578 -6.4727 3.7348
H 1.7361 -7.5044 2.4602
H 2.6177 -5.0776 2.5442
H 1.3141 -5.7932 -0.0968
H 2.8973 -6.3318 0.4578
H 4.3995 -4.7154 -0.7709
H 3.5076 -3.2830 -1.4126
H 2.9498 -4.9787 -1.7708
H 0.6843 -4.0407 3.1416
H 1.1366 -3.4006 1.7372
C 1.2075 -0.9462 0.0393
C -0.2185 -0.4656 0.0698
C -0.3361 1.0352 -0.1421
O 0.1255 1.6390 1.0636
C 0.1706 3.0368 1.0495
N -0.9728 -1.1030 -1.0151
H 1.6371 -0.8345 -0.9517
H 1.3046 -1.9860 0.3076
H 1.8561 -0.3448 0.7042
H -0.6902 -0.6540 1.0553
H -1.3716 1.3098 -0.3330
H 0.2618 1.3454 -1.0169
H 0.7578 3.3178 1.9502
H -0.8564 3.4197 1.1492
H 0.6262 3.4856 0.1402
H -1.8929 -0.7480 -1.1951
H -1.0783 -2.1048 -0.9064

# 5
73
Properties=species:S:1:pos:R:3 method="wB97M-V/def2-TZVPD" homo_lumo_gap_ev=9.02 total_charge=0 spin_multiplicity=1 e_tot_ha=-1498.0485
C -3.4108 -0.0102 3.3447
O -3.9426 -0.8142 2.2882
C -2.9562 -1.5846 1.5262
C -3.7610 -2.5850 0.6884
C -2.8461 -3.5273 -0.0177
N -4.5732 -1.9567 -0.2880
H -2.9346 -0.6896 4.0676
H -4.1749 0.5990 3.8429
H -2.5849 0.7329 2.9285
H -2.3023 -0.9152 0.9901
H -2.3165 -2.1383 2.2334
H -4.4362 -3.0962 1.3968
H -3.3816 -4.1188 -0.7365
H -2.2406 -4.1066 0.7375
H -2.0073 -2.9865 -0.5077
H -4.0782 -1.3416 -0.9638
H -5.2745 -1.3064 0.0828
C 2.0593 -0.3939 -4.4942
O 1.0397 -0.5904 -3.6403
C 0.1455 -1.6856 -4.0333
C -0.2627 -2.4047 -2.7912
C 0.8873 -2.6040 -1.8798
N -0.7341 -3.7761 -3.1094
H 1.8211 -0.0241 -5.4752
H 2.6343 -1.3144 -4.5614
H 2.7188 0.3969 -4.0111
H -0.6676 -1.2971 -4.6333
H 0.6451 -2.3949 -4.7091
H -1.0332 -1.8021 -2.2576
H 0.6243 -3.2460 -1.0331
H 1.3680 -1.7069 -1.4701
H 1.6454 -3.2148 -2.4051
H -0.7452 -4.3022 -2.2322
H -1.6768 -3.8214 -3.3589
O -1.1590 1.3003 0.4952
C -1.7784 2.2477 -0.3912
C -3.0976 2.7611 0.1489
O -4.1201 1.7840 0.2824
H -0.5124 1.8392 1.0041
H -1.1209 3.1602 -0.4644
H -1.9711 1.6532 -1.2873
H -3.4561 3.5687 -0.4892
H -2.9576 3.2067 1.1469
H -4.1018 1.3546 1.0975
O 1.5813 -0.9332 0.9355
C 0.8829 -0.9496 2.1809
C 1.9332 -1.2198 3.2956
O 3.0445 -0.3171 3.2014
H 1.8013 -0.0191 0.7130
H 0.3038 -0.0451 2.4279
H 0.1824 -1.7609 2.2357
H 2.3375 -2.2307 3.1937
H 1.5783 -1.0406 4.3241
H 3.4918 -0.4780 2.3731
O 3.3933 4.0996 -1.4268
C 2.4099 3.0943 -1.7917
C 2.7592 1.6940 -1.2228
O 2.8460 1.7052 0.1698
H 4.0961 3.9527 -2.0832
H 1.5136 3.4142 -1.2223
H 2.1897 2.9514 -2.8481
H 3.7559 1.4082 -1.5902
H 1.9974 0.9055 -1.4910
H 3.6421 2.2337 0.2520
O 5.0664 3.4853 0.5365
H 5.6488 3.9739 1.1631
H 4.5111 4.1524 0.0970
O 1.8985 1.8704 4.4480
H 2.5293 1.9740 5.1173
H 2.4144 1.3034 3.8220
O 0.8126 2.7450 1.8576
H 1.6066 2.4116 1.4813
H 0.7995 2.7710 2.7896

# 6
20
Properties=species:S:1:pos:R:3 method="wB97M-V/def2-TZVPD" homo_lumo_gap_ev=8.47 total_charge=+1 spin_multiplicity=1 e_tot_ha=-775.9120
C 0.0306 -1.4533 -2.6129
N 0.8672 -1.3732 -1.4581
N 0.5106 -0.1367 -0.8690
C 0.1191 -0.1837 0.4185
N -0.0214 -1.3301 1.0546
N -0.2215 1.0764 1.0489
C -0.1633 1.0736 2.5424
C -0.6091 2.1927 0.3190
S -0.9217 3.5986 1.1065
H 0.2723 -0.5629 -3.3585
H 0.0417 -2.3736 -3.1086
H -1.0885 -1.5316 -2.2697
H 1.8695 -1.4550 -1.6226
H 0.6420 0.7397 -1.2439
H -0.5297 -1.4734 1.8909
H 0.4075 -2.0482 0.3742
H -1.1148 1.2924 2.9103
H 0.3121 0.1007 2.7467
H 0.4170 1.8699 2.9148
H -0.8196 1.9775 -0.7836

# 7
20
Properties=species:S:1:pos:R:3 method="wB97M-V/def2-TZVPD" homo_lumo_gap_ev=8.37 total_charge=0 spin_multiplicity=1 e_tot_ha=-457.3229
C 1.6652 1.0955 0.8333
N 0.9764 0.4761 -0.2400
C 1.7151 -0.4342 -1.0542
N -0.3263 0.1107 0.0045
C -1.0340 -0.8580 -0.4252
C -2.4101 -0.9217 -0.0097
C -3.1406 0.0931 0.3739
C -2.6788 1.3956 0.6791
C -1.5061 1.9144 0.4749
O -0.6754 2.7276 0.5359
H 1.2105 1.9512 1.3957
H 1.8639 0.4926 1.7522
H 2.6652 1.4778 0.6686
H 2.6280 0.2202 -1.5745
H 2.1789 -1.2983 -0.3964
H 1.0042 -0.9133 -1.7471
H -0.4614 -1.6680 -0.8984
H -2.7150 -2.0365 -0.0271
H -4.1456 -0.1168 0.4409
H -3.3901 1.9927 1.3103

# 8
14
Properties=species:S:1:pos:R:3 method="wB97M-V/def2-TZVPD" homo_lumo_gap_ev=11.24 total_charge=+1 spin_multiplicity=1 e_tot_ha=-266.1243
C -0.6529 -2.3494 1.4942
N 0.1183 -1.8023 0.3208
H -1.5900 -2.6909 1.0506
H -0.8863 -1.5713 2.2088
H -0.1878 -3.2279 1.9278
H -0.3418 -0.9800 -0.1133
H 0.9759 -1.3923 0.6790
H 0.3536 -2.5535 -0.2995
C 0.3455 1.6017 -1.0725
N 0.4150 2.4743 -0.0529
O -0.2386 0.5369 -1.0502
H 0.6671 2.1189 -1.9856
H 0.9733 3.3157 -0.0645
H -0.0309 2.3137 0.8400

# 9
11
Properties=species:S:1:pos:R:3 method="wB97M-V/def2-TZVPD" homo_lumo_gap_ev="4.76 / 4.50" total_charge=0 spin_multiplicity=2 s_squared=0.770 e_tot_ha=-867.9267
C -0.8435 0.6933 -1.4898
H -1.6209 0.0517 -1.9300
H 1.2803 -0.9514 -2.4995
H -1.3166 1.4207 -0.8144
C 1.1354 -0.7125 -1.4445
C 0.1552 -0.1635 -0.7240
C 0.1483 -0.1043 0.7099
C 0.1758 -0.1027 1.9431
O 0.2068 -0.0986 3.1851
K 1.0112 -1.2654 5.3796
H -0.3320 1.2327 -2.3156